No. 1
Computed, not measured: 8 unconnected molecules or ions with the total composition C12H40O8 at a distorted geometry, with the ωB97M-V functional and the def2-TZVPD basis.

The geometry in XYZ format:
```
60
Properties=species:S:1:pos:R:3:mulliken_charge:R:1
C 4.4326 -2.2443 0.7787 -1.468
C 3.5040 -2.1240 -0.4003 0.656
C 3.3872 -3.3992 -1.1099 -1.333
O 2.2514 -1.8028 0.0315 -0.279
H 5.4607 -2.4787 0.5029 0.412
H 3.9928 -2.9286 1.5043 0.354
H 4.4701 -1.2155 1.1370 0.404
H 3.8093 -1.3992 -1.1550 0.140
H 4.4091 -3.6757 -1.3696 0.416
H 2.8514 -3.2045 -2.0390 0.372
H 2.8842 -4.1270 -0.4733 0.275
H 2.2708 -1.6170 0.9732 0.210
C -3.6401 -1.9587 0.0248 -1.035
C -2.2836 -2.7736 0.0595 0.492
C -1.4081 -2.7211 -1.2031 -1.130
O -1.5376 -2.2541 1.1471 -0.144
H -3.4050 -0.9329 -0.2588 0.197
H -4.0714 -2.0293 1.0234 0.374
H -4.3909 -2.3449 -0.6646 0.383
H -2.4519 -3.8284 0.2770 0.395
H -1.6308 -3.5446 -1.8815 0.465
H -0.3893 -3.0754 -1.0465 0.266
H -1.4341 -1.8243 -1.8221 0.207
H -1.4829 -1.3040 1.0212 0.340
C -2.5670 1.6608 -2.9375 -0.287
O -2.8366 2.9506 -2.4175 -0.494
H -1.5252 1.6358 -3.2573 0.139
H -2.7844 0.8779 -2.2110 -0.119
H -3.2477 1.4451 -3.7610 0.463
H -3.5982 3.2921 -2.8916 0.276
C 1.7918 -0.0118 -2.8692 -0.764
O 1.2008 -1.2454 -2.4496 -0.463
H 1.9804 0.7038 -2.0689 0.305
H 2.7308 -0.2672 -3.3601 0.324
H 1.1528 0.3855 -3.6578 0.281
H 1.5378 -1.4514 -1.5746 0.310
C -0.3226 3.4963 3.0931 -0.665
O -1.3503 2.8015 2.4476 -0.399
H -0.6107 4.1352 3.9279 0.343
H 0.4366 2.8050 3.4589 0.195
H 0.2580 4.0949 2.3913 0.259
H -2.1769 3.2402 2.6616 0.235
C -0.3067 0.6909 0.0382 0.245
O -1.5389 0.5511 0.6866 -0.414
H -0.3448 1.6833 -0.4110 -0.319
H 0.5624 0.5666 0.6842 0.363
H -0.3316 0.0262 -0.8253 0.034
H -1.7252 1.2320 1.3372 0.260
C -0.8326 4.8351 -0.2486 -0.206
O -1.8664 5.4278 -1.0178 -0.536
H -0.5621 3.8436 -0.6117 -0.112
H 0.0595 5.4583 -0.3112 0.340
H -1.0826 4.7163 0.8057 0.112
H -2.3113 4.6756 -1.4152 0.401
C 0.7771 -0.6811 3.9183 -0.353
O 1.2902 -1.5492 2.8807 -0.495
H 0.4022 0.2324 3.4568 -0.003
H 0.0382 -1.2411 4.4915 0.298
H 1.5951 -0.4947 4.6142 0.293
H 0.5104 -1.7144 2.3458 0.184
```

Multiplicity: 2
HOMO-LUMO gap (alpha / beta) (eV): 9.65 / 2.91
<S²>: 0.75
LUMO energy (alpha / beta) (eV): -2.39 / -9.13
Energy above the lowest of the compared OMol25 structures with the same formula, charge and spin (kcal/mol): 63.3
Charge: +1



No. 2
Computed, not measured: a molecular structure, C5H8O2P at a distorted geometry, with the ωB97M-V functional and the def2-TZVPD basis.

The geometry in XYZ format:
```
16
Properties=species:S:1:pos:R:3:mulliken_charge:R:1
C 1.9406 1.0837 0.4663 -0.354
C 1.4714 -0.1714 0.5300 -0.805
C 1.0496 1.4730 -0.6806 -0.705
C 0.4337 0.0945 -0.4512 0.238
C -1.5904 -1.6634 0.4167 -1.047
O -2.1863 0.5209 -1.1571 -0.782
O -1.4495 0.9467 1.2629 -0.782
P -1.3576 0.1309 0.0130 0.849
H 2.6128 1.6682 1.0753 0.364
H 1.6854 -1.0216 1.1577 0.402
H 0.3510 2.2925 -0.5054 0.272
H 1.5492 1.6041 -1.6377 0.211
H 0.4624 -0.9457 -1.9877 0.240
H -1.3941 -2.2754 -0.4582 0.292
H -0.9446 -1.9621 1.2400 0.282
H -2.6338 -1.7747 0.7160 0.325
```

HOMO-LUMO gap (eV): 8.34
LUMO energy (eV): 3.82
Energy above the lowest of the compared OMol25 structures with the same formula, charge and spin (kcal/mol): 55.3
Charge: -1



No. 3
Computed, not measured: 6 unconnected molecules or ions with the total composition C8H27BrO5 at a distorted geometry, with the ωB97M-V functional and the def2-TZVPD basis.

The geometry in XYZ format:
```
41
Properties=species:S:1:pos:R:3:mulliken_charge:R:1
O 0.3553 4.8159 -0.5217 -0.317
H 0.4578 3.8621 -0.4849 0.013
H 0.7102 5.1088 -1.3643 0.475
H -0.5722 5.0468 -0.4319 0.452
Br 0.5515 1.6646 -0.7508 -0.661
C 1.9786 1.7882 3.4067 -0.888
C 3.1314 2.4463 2.6241 -0.132
O 3.5185 1.7486 1.5175 -0.466
H 1.1627 1.6119 2.7058 0.186
H 1.6209 2.3702 4.2561 0.349
H 2.2431 0.7819 3.7316 0.261
H 3.9703 2.5438 3.3132 0.300
H 2.7691 3.4137 2.2764 0.175
H 2.7052 1.5959 1.0308 0.225
C -4.3101 -1.0320 -0.0480 -1.365
C -2.8228 -0.7666 -0.2354 0.582
O -2.7262 0.5789 -0.6047 -0.486
H -4.7968 -0.7468 -0.9807 0.333
H -4.6528 -0.3748 0.7512 0.315
H -4.5000 -2.1007 0.0519 0.382
H -2.3383 -1.2925 -1.0580 -0.182
H -2.4089 -1.1386 0.7018 0.188
H -1.8378 0.9240 -0.4890 0.259
C 1.0875 -3.3859 1.5164 -1.386
C 1.2813 -2.0754 0.7535 0.325
O 0.1742 -1.2533 1.1751 -0.451
H 1.7192 -4.1896 1.1380 0.404
H 0.0928 -3.7871 1.3225 0.333
H 1.3202 -3.2769 2.5757 0.298
H 1.2233 -2.2818 -0.3153 0.094
H 2.2730 -1.6967 1.0011 0.270
H 0.1848 -0.4181 0.7019 0.110
C -1.1384 -1.0514 -3.7973 -1.077
C -0.0199 -1.5572 -2.9190 0.348
O 1.1240 -0.7887 -2.9998 -0.442
H -0.8324 -1.2066 -4.8319 0.315
H -1.3988 -0.0105 -3.6056 0.269
H -2.0391 -1.6077 -3.5380 0.324
H 0.0664 -2.5848 -3.2722 0.340
H -0.3109 -1.6487 -1.8726 -0.274
H 0.9839 -0.0290 -2.4299 0.205
```

HOMO-LUMO gap (eV): 7.87
LUMO energy (eV): -1.57
Charge: 0



No. 4
Computed, not measured: a molecular structure, C27H40CaGeN4PS, with the ωB97M-V functional and the def2-TZVPD basis.

The geometry in XYZ format:
```
75
Properties=species:S:1:pos:R:3:mulliken_charge:R:1
Ca 1.3120 0.7093 0.8937 1.520
S -0.5201 -2.3295 3.9033 -0.122
C -0.1409 -0.9132 4.8202 1.137
C -0.2413 -0.7121 6.1979 -0.725
C 0.1404 0.5172 6.6901 -0.552
C 0.6144 1.5294 5.8397 -0.858
C 0.7102 1.3226 4.4808 -0.542
C 0.3235 0.0825 3.9709 -0.223
N 0.3692 -0.3069 2.6221 -0.324
C -0.0413 -1.5465 2.4682 0.290
C -0.1833 -2.1446 1.1201 0.544
C -1.3204 -2.9139 0.8973 -0.888
C -1.6275 -3.3926 -0.3685 -0.753
C -0.8155 -3.0695 -1.4406 -0.956
C 0.3327 -2.3202 -1.2261 -1.244
C 0.7035 -1.8553 0.0461 1.346
H -0.6029 -1.4884 6.8588 0.457
H 0.0739 0.7065 7.7529 0.440
H 0.9062 2.4814 6.2621 0.448
H 1.0790 2.1198 3.8429 0.295
H -2.0027 -3.1184 1.7134 0.451
H -2.5091 -4.0037 -0.5112 0.450
H -1.0503 -3.4264 -2.4346 0.463
H 0.9860 -2.1453 -2.0744 0.324
C -2.6466 5.7655 -2.6475 -0.751
N -1.3084 5.7221 -3.4192 -0.039
C -1.5276 4.8883 -4.7024 -0.753
N -2.0232 3.5977 -4.3771 0.153
C -3.2783 3.7005 -3.6302 -0.893
N -3.1093 4.4488 -2.3832 0.149
C -2.2747 3.7347 -1.4127 -0.906
P -0.5527 3.4157 -2.0354 0.547
C -0.1970 5.1522 -2.5748 -0.924
C -1.0313 2.7558 -3.7034 -0.840
H -3.3374 6.3066 -3.2924 0.369
H -2.4636 6.3329 -1.7372 0.381
H -1.0564 6.6753 -3.6878 0.341
H -0.5699 4.8476 -5.2172 0.381
H -2.2488 5.4497 -5.2944 0.372
H -3.6456 2.7017 -3.4032 0.368
H -4.0167 4.2076 -4.2510 0.314
H -2.7496 2.7823 -1.1731 0.476
H -2.2247 4.3086 -0.4859 0.469
H 0.7158 5.1822 -3.1698 0.463
H -0.0583 5.8037 -1.7124 0.459
H -1.4329 1.7483 -3.5877 0.467
H -0.1403 2.6737 -4.3282 0.444
C 5.8694 0.1731 3.3223 -1.074
C 4.6049 -0.5210 3.8074 -0.876
C 3.4731 -0.5911 2.7768 1.378
C 3.7109 -1.6275 1.6696 -1.065
Ge 2.7252 -1.6612 -0.0138 0.578
C 3.1658 -0.1576 -1.2680 -1.058
C 3.4653 1.2915 -0.8402 -0.108
C 4.7512 1.4714 -0.0373 0.095
C 4.8366 2.8455 0.6092 -1.462
H 6.6095 0.2303 4.1190 0.430
H 5.6589 1.1975 3.0058 0.175
H 6.3440 -0.3531 2.4902 0.295
H 4.2315 -0.0234 4.7041 0.394
H 4.8343 -1.5482 4.1043 0.373
H 3.3668 0.4438 2.3650 -0.287
H 2.5483 -0.8214 3.2951 -0.369
H 3.5844 -2.6328 2.0755 0.551
H 4.7444 -1.5695 1.3127 0.464
H 3.1115 -2.9140 -0.7874 0.139
H 2.4104 -0.1908 -2.0574 0.419
H 4.0859 -0.5399 -1.7146 0.467
H 2.6401 1.7158 -0.2500 -0.257
H 3.4817 1.9557 -1.7051 0.489
H 5.5878 1.3191 -0.7223 0.483
H 4.8465 0.6925 0.7182 -0.260
H 4.7800 3.6455 -0.1305 0.379
H 5.7679 2.9718 1.1576 0.414
H 4.0242 3.0089 1.3293 0.269
```

HOMO-LUMO gap (eV): 7.63
LUMO energy (eV): -8.65
Energy above the lowest of the compared OMol25 structures with the same formula, charge and spin (kcal/mol): 5.9
Charge: +3



No. 5
Computed, not measured: a molecular structure, C53H74BrCrN7SSbSeTe, with the ωB97M-V functional and the def2-TZVPD basis.

The geometry in XYZ format:
```
140
Properties=species:S:1:pos:R:3:mulliken_charge:R:1
Cr 1.5844 -0.1480 1.1658 0.652
N 2.6565 -3.9230 -0.4112 0.696
C 1.8092 -2.9004 -0.5198 -0.967
N 2.1674 -1.9641 0.3367 1.054
C 3.2760 -2.4896 0.9455 0.584
N 3.5973 -3.6815 0.5214 -1.000
C 4.0022 -1.6946 1.9456 -0.266
C 4.9377 -2.2355 2.8140 -0.481
N 5.5418 -1.4882 3.7311 -0.599
C 5.2058 -0.2038 3.7764 -0.542
C 4.2792 0.3470 2.9002 -0.570
N 3.6804 -0.3981 1.9751 0.887
H 2.6675 -4.7898 -0.9242 0.218
H 0.9713 -2.8521 -1.1973 -0.211
H 5.1909 -3.2868 2.7608 0.520
H 5.6857 0.4076 4.5301 0.455
H 4.0244 1.3999 2.9297 0.355
C -1.4673 4.6641 4.6653 -0.681
C -1.7962 3.3835 5.4383 -0.927
C -1.1117 2.1221 4.9089 -0.445
C -1.7045 1.4910 3.6549 0.229
N -1.6837 2.3675 2.4752 0.742
C -0.5892 2.7789 1.8143 -0.391
Se 1.1651 2.1885 2.0389 -0.700
N -0.9456 3.7475 0.9485 1.071
C -0.0233 4.5198 0.1158 -1.343
C 0.6091 5.6698 0.8885 -0.481
C -0.3647 6.7757 1.2800 0.162
C 0.3444 7.9488 1.9456 -1.492
C -2.3176 3.9531 1.0392 0.530
C -3.1701 4.8159 0.3611 -0.509
C -4.5112 4.7515 0.6872 -0.887
C -4.9865 3.8585 1.6583 -0.866
C -4.1358 3.0028 2.3316 -1.179
C -2.7882 3.0669 1.9983 0.842
H -2.0184 4.7453 3.7283 -0.051
H -1.7180 5.5455 5.2559 0.555
H -0.3986 4.7134 4.4377 0.189
H -2.8797 3.2313 5.4775 0.307
H -1.4726 3.5200 6.4717 0.414
H -1.1524 1.3360 5.6672 0.633
H -0.0533 2.3300 4.7337 0.120
H -2.7501 1.2280 3.8131 0.662
H -1.1642 0.5819 3.4107 -1.093
H -0.5991 4.8855 -0.7362 0.649
H 0.7321 3.8282 -0.2517 0.130
H 1.4082 6.0856 0.2684 0.533
H 1.0849 5.2588 1.7838 0.162
H -1.1239 6.3777 1.9598 0.066
H -0.8910 7.1266 0.3859 0.223
H 0.8557 7.6306 2.8560 0.309
H -0.3585 8.7365 2.2147 0.409
H 1.0914 8.3811 1.2777 0.378
H -2.8053 5.5111 -0.3819 0.474
H -5.2093 5.4075 0.1860 0.468
H -6.0429 3.8420 1.8881 0.466
H -4.5100 2.3200 3.0813 0.523
Br -1.7054 -3.2700 6.1874 -0.207
C -0.7782 -2.4451 4.7565 -0.407
C -1.2859 -2.5307 3.4720 -0.478
C -0.6100 -1.9008 2.4325 0.617
C 0.5586 -1.1544 2.6355 0.088
C 1.0389 -1.1169 3.9517 -0.143
C 0.3927 -1.7504 5.0078 -0.909
H -2.2057 -3.0737 3.2924 0.579
H -1.0467 -1.9612 1.4383 0.266
H 1.9290 -0.5407 4.1932 0.281
H 0.7863 -1.6954 6.0143 0.442
C -0.0284 2.0225 -3.3727 -0.835
S -0.2825 1.3692 -1.7129 0.293
C -2.0566 1.6570 -1.5902 -1.100
H -0.5929 1.4412 -4.1019 0.325
H 1.0338 1.9527 -3.5996 0.052
H -0.3324 3.0680 -3.4216 0.361
H -2.5815 1.1204 -2.3801 0.557
H -2.3847 1.2785 -0.6219 -0.083
H -2.2934 2.7189 -1.6568 0.422
Te 3.3243 0.5087 -1.4857 0.010
C 4.4855 1.6715 -2.8103 0.186
C 5.6530 2.2795 -2.3612 -0.183
C 6.4536 2.9754 -3.2568 -0.679
C 6.0869 3.0691 -4.5921 -0.476
C 4.9194 2.4659 -5.0362 -0.765
C 4.1147 1.7664 -4.1462 -0.169
C 4.4330 -1.2307 -1.9395 0.208
C 3.9939 -2.0780 -2.9536 -0.316
C 4.7432 -3.1965 -3.2962 -0.651
C 5.9282 -3.4724 -2.6265 -0.538
C 6.3667 -2.6281 -1.6167 -0.586
C 5.6205 -1.5091 -1.2716 -0.370
H 5.9390 2.2093 -1.3200 0.374
H 7.3654 3.4434 -2.9098 0.399
H 6.7132 3.6121 -5.2873 0.392
H 4.6337 2.5349 -6.0776 0.403
H 3.2132 1.2820 -4.4994 0.346
H 3.0753 -1.8576 -3.4845 0.445
H 4.4061 -3.8458 -4.0944 0.465
H 6.5144 -4.3399 -2.8996 0.409
H 7.2921 -2.8380 -1.0964 0.444
H 5.9713 -0.8487 -0.4873 0.417
C -4.2955 -2.2585 0.5352 -1.656
C -4.2297 -2.4130 -0.9862 1.885
C -4.5434 -1.0631 -1.6267 -1.930
C -5.2866 -3.4154 -1.4509 -1.664
Sb -2.1064 -2.8692 -1.3895 0.924
C -1.9172 -2.7679 -3.5912 1.919
C -0.5719 -3.3394 -4.0396 -1.910
C -1.8842 -1.2691 -3.9124 -1.900
C -3.0487 -3.4457 -4.3565 -1.736
C -1.8600 -5.0172 -0.8185 2.096
C -1.0970 -4.9886 0.5052 -1.355
C -1.0389 -5.7786 -1.8510 -1.741
C -3.1654 -5.7702 -0.5925 -1.889
H -5.3129 -1.9823 0.8347 0.507
H -3.6170 -1.4775 0.8908 0.179
H -4.0405 -3.1848 1.0563 0.251
H -5.5081 -0.7052 -1.2489 0.544
H -4.6292 -1.1353 -2.7107 0.381
H -3.7951 -0.3051 -1.3875 0.102
H -6.2753 -2.9532 -1.3485 0.489
H -5.2959 -4.3198 -0.8516 0.374
H -5.1688 -3.6994 -2.4958 0.199
H 0.2564 -2.9799 -3.4191 0.197
H -0.3699 -3.0016 -5.0627 0.541
H -0.5524 -4.4252 -4.0497 0.338
H -1.0212 -0.7832 -3.4482 0.156
H -2.7799 -0.7477 -3.5811 0.200
H -1.8071 -1.1346 -4.9978 0.555
H -3.1516 -4.5005 -4.0929 0.264
H -2.8532 -3.3939 -5.4343 0.502
H -4.0069 -2.9571 -4.1790 0.325
H -0.1552 -4.4406 0.4436 0.014
H -0.8677 -6.0140 0.8186 0.503
H -1.6828 -4.5270 1.3014 0.204
H -0.0564 -5.3276 -2.0143 0.174
H -1.5469 -5.8498 -2.8125 0.340
H -0.8744 -6.8010 -1.4908 0.526
H -3.7829 -5.3013 0.1732 0.316
H -2.9355 -6.7843 -0.2443 0.537
H -3.7520 -5.8625 -1.5064 0.360
```

Multiplicity: 5
HOMO-LUMO gap (alpha / beta) (eV): 7.20 / 7.19
<S²>: 6.04
LUMO energy (alpha / beta) (eV): -2.62 / -2.67
Energy above the lowest of the compared OMol25 structures with the same formula, charge and spin (kcal/mol): 23.2
Charge: +1



No. 6
Computed, not measured: C4H5NO in the gas phase at a distorted geometry, with the ωB97M-V functional and the def2-TZVPD basis.

The geometry in XYZ format:
```
11
Properties=species:S:1:pos:R:3:mulliken_charge:R:1
C -1.8081 -0.0112 0.0614 -1.074
C -0.3802 -0.4421 0.1806 0.843
N 0.0881 -1.4947 0.6426 -0.500
O 2.4700 -1.1377 -0.1673 -0.470
C 2.0552 -0.0019 -0.3131 0.032
C 0.7444 0.4711 0.0186 -0.444
H -2.4829 -0.8005 0.3932 0.328
H -1.9676 0.8856 0.6670 0.312
H -1.9947 0.2336 -0.9849 0.299
H 2.6882 0.7768 -0.7837 0.320
H 0.5876 1.5212 0.2856 0.353
```

HOMO-LUMO gap (alpha / beta) (eV): 7.51 / 8.97
LUMO energy (alpha / beta) (eV): -1.62 / -0.29
Energy above the lowest of the compared OMol25 structures with the same formula, charge and spin (kcal/mol): 88.4
Charge: 0



No. 7
Computed, not measured: 2 unconnected molecules or ions with the total composition CH2N2OS2 at a distorted geometry, with the ωB97M-V functional and the def2-TZVPD basis.

The geometry in XYZ format:
```
8
Properties=species:S:1:pos:R:3:mulliken_charge:R:1
C -0.1146 -0.1554 0.5382 0.451
N 2.7425 -0.7800 0.1941 0.390
N 0.7192 -0.6011 1.3850 -0.684
O 2.9411 0.1872 -0.4009 -0.044
S -1.6992 -0.5811 -0.0486 -0.284
S 0.4735 1.3955 -0.1795 -0.216
H 0.6272 -1.5630 1.8830 0.256
H -0.4010 1.5493 -1.0544 0.131
```

HOMO-LUMO gap (alpha / beta) (eV): 6.68 / 3.48
LUMO energy (alpha / beta) (eV): -1.86 / -3.85
Energy above the lowest of the compared OMol25 structures with the same formula, charge and spin (kcal/mol): 93.7
Charge: 0



No. 8
Computed, not measured: C5H13NS in the gas phase at a distorted geometry, with the ωB97M-V functional and the def2-TZVPD basis.

The geometry in XYZ format:
```
20
Properties=species:S:1:pos:R:3:mulliken_charge:R:1
C -0.6438 -1.2945 -2.5694 -1.004
N -0.6420 -0.5808 -1.3315 -0.166
C -0.3306 -1.3734 -0.1479 -0.500
C 0.4183 -0.5917 0.9032 -0.748
C -0.3694 0.6495 1.3887 -0.866
C 0.4594 1.9050 1.6676 -0.679
S 0.9907 2.5652 0.0728 -0.229
H 0.3173 -1.7313 -2.8607 0.352
H -0.9935 -0.6569 -3.3848 0.331
H -1.3220 -2.1450 -2.5385 0.313
H -0.2066 0.3306 -1.3181 0.163
H 0.3633 -2.1640 -0.4486 0.320
H -1.2509 -1.7343 0.3155 0.240
H 0.4883 -1.2285 1.7839 0.336
H 1.4564 -0.2874 0.7326 0.394
H -1.0522 0.3650 2.1893 0.463
H -1.1496 0.9342 0.6590 0.429
H -0.1287 2.5778 2.2805 0.376
H 1.3497 1.5685 2.2058 0.353
H 2.2459 2.8918 0.4007 0.122
```

HOMO-LUMO gap (eV): 9.15
LUMO energy (eV): 0.87
SMILES: CNCCCCS
Energy above the lowest of the compared OMol25 structures with the same formula, charge and spin (kcal/mol): 18.3
Charge: 0